[1]
Density functional theory data (the ωB97M-V functional and the def2-TZVPD basis) for C23H39I3N2O8 as an isolated structure at a distorted geometry.

```
75
Properties=species:S:1:pos:R:3:forces:R:3:mulliken_charge:R:1
C -0.4665 2.0384 -0.8270 1.23 -0.11 0.18 -1.11
C -0.3546 1.4026 0.5749 -0.25 0.18 -0.78 0.34
I 1.2976 2.0779 1.7377 -0.46 -0.02 -0.58 0.13
C -1.2034 0.4768 1.0239 -0.05 0.17 0.49 -0.69
I -2.7952 -0.0536 -0.3469 0.59 0.13 0.56 0.05
C -1.1610 -0.2127 2.4328 -1.66 -1.28 -1.31 0.64
I -1.5009 1.2095 4.0595 -0.04 -0.23 -0.31 0.28
C -2.4024 -1.1071 2.4871 4.39 3.34 0.21 -0.21
N -3.3380 -1.7210 2.5101 -3.17 -2.40 0.31 -0.36
C 0.0580 -1.1979 2.6536 1.72 -0.17 -0.55 0.45
C 0.8924 -1.4082 1.3928 -3.26 0.98 3.95 -0.29
N 1.4715 -1.4926 0.4368 2.03 -0.51 -3.04 -0.46
C 1.0569 -0.8598 3.8094 0.13 -1.33 0.47 -0.74
C 0.5500 -1.5420 5.1303 0.07 0.31 0.14 -0.65
C 0.8596 -0.7406 6.4268 0.45 -1.52 0.11 -0.54
C 2.2819 -0.1704 6.5058 -0.59 0.07 -0.04 0.51
O 2.4116 0.9936 6.7082 0.26 1.46 0.41 -0.54
O 3.3993 -0.9497 6.3969 -0.96 -0.90 0.43 -0.47
H -1.2902 2.7702 -0.8918 0.30 -0.38 0.13 0.31
H -0.5875 1.2600 -1.6067 -0.14 0.37 0.58 0.44
H 0.4960 2.5352 -1.0692 -0.66 -0.07 0.20 0.17
H -0.3431 -2.2057 2.8834 0.08 0.62 -0.12 0.43
H 2.0075 -1.3777 3.5551 -0.48 0.47 0.06 0.53
H 1.3152 0.2038 3.9178 -0.50 -0.40 -0.09 0.16
H 1.0254 -2.5408 5.2208 -0.23 0.54 -0.14 0.34
H -0.5433 -1.7346 5.0813 0.57 0.26 0.09 0.43
H 0.1532 0.0753 6.6404 0.50 -0.17 -0.44 0.16
H 0.7557 -1.4597 7.2727 0.12 0.43 -0.43 0.36
H 4.0329 -0.5682 7.0278 0.07 0.13 -0.56 0.34
C -6.5949 -6.9132 -4.3827 0.06 0.07 0.18 -0.77
O -5.9329 -6.1922 -3.3670 -0.11 0.15 -0.11 -0.24
C -4.6635 -5.7170 -3.7908 -0.19 -0.19 0.40 -0.59
C -4.1619 -4.6339 -2.8543 0.14 0.12 -0.22 -0.39
O -4.7230 -3.3531 -3.1247 -0.10 -0.11 0.08 -0.46
C -6.0743 -3.1638 -2.7154 0.13 0.24 -0.02 -0.43
C -6.2249 -2.9844 -1.2172 -0.28 -0.45 -0.01 -0.32
O -6.2057 -4.2417 -0.5612 0.20 -0.03 0.00 -0.28
C -5.9546 -4.1113 0.8240 -0.03 -0.08 -0.14 -0.71
H -6.0056 -7.7848 -4.6887 -0.03 0.00 -0.12 0.31
H -7.5508 -7.2537 -3.9873 0.06 0.01 0.06 0.23
H -6.7867 -6.2684 -5.2480 0.05 -0.09 -0.09 0.32
H -4.7309 -5.3179 -4.8099 0.07 0.02 -0.01 0.34
H -3.9649 -6.5641 -3.7767 0.14 0.07 -0.14 0.43
H -3.0888 -4.5163 -3.0251 -0.04 0.04 -0.06 0.39
H -4.2942 -4.9112 -1.8073 -0.18 -0.13 -0.05 0.20
H -6.7182 -3.9589 -3.0954 0.01 -0.11 0.20 0.19
H -6.3911 -2.2351 -3.1976 0.08 0.01 0.03 0.40
H -7.1899 -2.5069 -1.0001 0.06 0.22 -0.03 0.44
H -5.4130 -2.3516 -0.8418 0.02 0.09 -0.01 0.10
H -4.9661 -3.6743 0.9972 -0.06 0.13 0.10 0.26
H -5.9749 -5.1071 1.2657 -0.05 0.01 -0.08 0.26
H -6.7253 -3.4964 1.3021 0.08 0.06 0.07 0.30
C 6.3398 5.5008 1.3079 0.02 -0.03 -0.19 -0.74
O 6.1860 5.0115 -0.0064 -0.18 0.10 0.05 -0.26
C 5.6470 3.6978 -0.0267 0.35 0.24 -0.28 -0.48
C 5.1237 3.3613 -1.4118 -0.22 -0.20 0.17 -0.44
O 3.8254 3.8931 -1.6648 0.19 0.13 0.00 -0.42
C 3.7718 5.2956 -1.9077 -0.26 -0.13 -0.10 -0.41
C 4.2762 5.6857 -3.2840 0.35 0.24 0.23 -0.60
O 5.6950 5.7417 -3.2951 0.02 -0.21 -0.05 -0.25
C 6.2163 5.7178 -4.6062 0.00 0.07 0.19 -0.77
H 7.0169 4.8611 1.8847 -0.05 0.01 0.11 0.31
H 6.7641 6.5020 1.2483 0.02 -0.05 -0.06 0.23
H 5.3672 5.5650 1.8094 0.04 -0.07 0.12 0.30
H 4.8339 3.6127 0.7041 -0.04 -0.08 -0.02 0.26
H 6.4517 3.0007 0.2417 -0.12 -0.17 0.06 0.43
H 5.0043 2.2765 -1.4707 -0.07 0.04 0.05 0.40
H 5.8292 3.6511 -2.1918 0.08 0.17 0.13 0.20
H 4.2776 5.8528 -1.1174 0.19 0.02 -0.14 0.20
H 2.7109 5.5540 -1.8546 0.01 -0.07 -0.05 0.38
H 3.8980 6.6837 -3.5426 -0.19 -0.06 -0.07 0.44
H 3.9205 4.9591 -4.0242 -0.07 0.00 0.02 0.35
H 5.9561 4.7786 -5.1064 -0.06 0.05 -0.12 0.32
H 7.3015 5.7846 -4.5396 -0.05 0.03 0.07 0.23
H 5.8445 6.5690 -5.1880 -0.01 -0.06 -0.10 0.31
```
Positions in Å, forces in eV/Å.

LUMO level = -0.8 eV
HOMO level = -9.12 eV
electronic energy = -2504.0936 hartree
2S+1 = 1



[2]
Density functional theory data (the ωB97M-V functional and the def2-TZVPD basis) for C31H24BrN10O3S3Tl as an isolated structure at a distorted geometry.

```
73
Properties=species:S:1:pos:R:3:forces:R:3:mulliken_charge:R:1
Tl 0.0177 -0.4200 1.1492 -0.56 -0.09 0.60 1.90
N -0.6127 -3.3359 4.6071 -0.02 -0.09 0.08 -0.40
C -0.2664 -2.7040 3.4724 0.20 0.20 -0.27 0.74
S 0.5405 -1.1883 3.6294 0.08 0.24 -0.37 -0.42
N -0.5334 -3.3683 2.3657 -0.35 -0.86 0.34 -1.73
N -0.3666 -2.7529 1.2089 0.27 0.70 -0.39 1.05
C -0.3773 -3.3949 0.1073 -0.07 -0.30 0.41 -1.08
C -0.3168 -2.6837 -1.1605 0.02 0.21 -0.34 1.11
C -0.2047 -3.3897 -2.3538 -0.01 -0.05 0.14 -0.78
C -0.1010 -2.6951 -3.5409 -0.01 0.10 0.00 -0.43
C -0.1409 -1.3100 -3.5092 -0.03 -0.03 -0.06 -1.00
C -0.2842 -0.6830 -2.2851 -0.07 0.07 -0.08 -0.04
N -0.3724 -1.3470 -1.1383 0.05 -0.04 0.15 0.10
H -0.4258 -2.9175 5.4977 -0.03 0.06 0.00 0.19
H -1.1391 -4.1907 4.5444 0.04 -0.01 -0.03 0.23
H -0.4400 -4.4798 0.1017 -0.07 0.01 0.03 0.35
H -0.1674 -4.4705 -2.3312 0.00 0.00 0.02 0.44
H 0.0176 -3.2206 -4.4787 -0.01 -0.01 0.00 0.43
H -0.0696 -0.7227 -4.4133 0.00 0.02 0.02 0.49
H -0.3503 0.3954 -2.2272 0.04 0.00 0.02 0.47
Br -3.8361 1.1607 -5.5995 -0.03 0.06 0.11 -0.19
C -4.3541 2.1164 -4.0391 0.05 0.01 -0.14 0.15
C -4.7075 1.4147 -2.8981 0.05 -0.01 0.06 -0.63
C -5.0549 2.1121 -1.7562 -0.29 0.12 -0.17 0.10
C -5.0720 3.5123 -1.7520 -0.17 -0.82 -0.74 -0.26
C -4.7635 4.1933 -2.9292 -0.10 -0.01 0.33 -0.06
C -4.3897 3.5002 -4.0670 0.12 -0.08 -0.11 -0.54
N -5.5904 4.2446 -0.6649 -0.28 0.61 0.16 -0.51
N -5.3727 3.9556 0.5248 -0.25 0.30 0.09 -0.51
C -4.4361 2.9972 0.9148 0.46 -0.49 0.38 0.05
C -4.7684 2.2134 2.0127 -0.05 0.23 -0.42 -0.35
C -4.0125 1.1167 2.3960 0.16 -0.21 0.04 -1.07
C -2.8179 0.7829 1.7433 -0.24 -0.10 0.09 1.02
O -2.1392 -0.2644 2.0193 0.38 -0.03 -0.18 -0.73
C -2.3559 1.7206 0.7384 -0.33 0.32 -0.13 0.29
N -1.1123 1.5374 0.2598 0.33 -0.29 -0.14 -0.21
C -0.5987 2.3760 -0.6118 0.07 -0.01 0.04 -0.26
C -1.3123 3.4862 -1.0775 -0.12 0.04 0.04 -1.54
C -2.5851 3.6972 -0.6155 0.34 0.12 0.06 -0.65
C -3.1629 2.8027 0.3090 0.25 0.05 0.36 0.48
H -4.7041 0.3334 -2.8971 -0.01 -0.01 -0.01 0.47
H -5.3504 1.5721 -0.8665 0.03 -0.04 -0.06 0.40
H -4.8150 5.2747 -2.9390 -0.05 0.01 0.00 0.47
H -4.1379 4.0315 -4.9743 0.01 0.00 0.00 0.42
H -5.6944 2.4415 2.5266 -0.01 0.00 -0.01 0.42
H -4.3395 0.4762 3.2039 0.02 0.02 0.01 0.46
H 0.4197 2.1902 -0.9363 0.01 0.00 0.04 0.76
H -0.8458 4.1717 -1.7708 0.00 0.00 -0.01 0.45
H -3.1359 4.5732 -0.9299 0.18 -0.03 0.10 0.73
N 7.5208 -3.4454 2.7140 0.05 -0.09 -0.05 -0.53
C 6.5475 -2.9403 1.8815 -0.04 0.06 -0.16 1.13
C 5.2876 -3.5507 1.8117 0.01 0.00 0.00 -0.81
C 4.3280 -3.0696 0.9473 0.02 0.02 0.05 -0.54
C 4.6150 -1.9781 0.1374 -0.17 0.17 -0.21 -0.38
C 5.8628 -1.3760 0.1755 -0.08 -0.03 -0.03 -0.36
C 6.8239 -1.8526 1.0459 0.04 -0.06 0.07 -0.79
S 3.3242 -1.3524 -0.8918 -0.19 0.04 0.34 1.08
O 2.6158 -2.4812 -1.4230 -0.27 -0.12 0.05 -0.64
O 3.8724 -0.3936 -1.8158 0.21 0.08 0.15 -0.71
N 2.3056 -0.6085 0.1566 0.05 -0.10 -0.43 -0.05
C 2.6206 0.5894 0.6590 0.54 0.33 0.02 0.39
S 4.1058 1.4877 0.5174 -0.15 0.14 0.11 -0.06
C 3.4534 2.7203 1.5589 0.14 -0.14 -0.11 -0.27
C 2.1951 2.4069 1.9131 -0.18 0.05 0.06 -1.11
N 1.7251 1.2230 1.3987 -0.03 -0.33 -0.12 -0.12
H 7.2359 -4.0713 3.4451 0.02 0.04 0.06 0.21
H 8.3145 -2.8658 2.9171 0.00 0.01 0.06 0.21
H 5.0766 -4.4085 2.4387 -0.02 0.00 0.01 0.29
H 3.3494 -3.5278 0.8791 0.03 -0.05 0.08 0.48
H 6.0698 -0.5494 -0.4899 0.04 0.02 0.02 0.60
H 7.8028 -1.3896 1.0801 0.01 0.00 -0.01 0.29
H 4.0407 3.5817 1.8274 -0.06 0.02 0.01 0.44
H 1.5448 2.9906 2.5472 0.03 0.04 -0.01 0.47
```
Positions in Å, forces in eV/Å.

relative energy (zero: lowest compared OMol25 entry of this formula, charge and spin) = 0.8 kcal/mol
LUMO level = -0.4 eV
HOMO level = -7.30 eV
electronic energy = -5910.0375 hartree
2S+1 = 1



[3]
Density functional theory data (the ωB97M-V functional and the def2-TZVPD basis) for C5H12N2S as an isolated structure at a distorted geometry.

```
20
Properties=species:S:1:pos:R:3:forces:R:3:mulliken_charge:R:1
C -2.3982 -1.2007 0.0764 3.26 -3.87 2.38 -1.26
C -0.9923 -0.4541 0.0792 -4.01 -0.73 1.06 1.00
C -1.2169 0.9390 0.6338 3.01 2.09 0.51 -0.89
C 0.3325 -1.2424 0.0346 -1.04 -0.33 1.64 -0.10
C 1.5933 -0.5595 0.8309 -4.16 2.82 -2.81 -0.93
H -2.0851 -2.1243 -0.6123 -1.40 1.46 1.83 0.30
H -2.5847 -1.4958 1.2374 0.27 0.17 -2.76 0.22
H -3.3252 -0.8132 -0.2630 -0.36 1.17 -0.67 0.37
H -0.1826 1.3586 0.8147 -0.82 0.05 -0.45 0.10
H -1.6916 1.1587 1.5898 0.24 -1.62 0.67 0.43
H -2.1786 1.2431 -1.2507 0.56 3.03 3.86 0.32
H -2.8804 1.7123 0.2294 -2.88 0.10 0.59 0.34
H 0.2453 0.1197 -1.4313 -1.21 -1.31 -0.06 0.29
H 0.3191 -2.3912 0.1482 -0.10 2.01 -0.24 0.32
H 1.1732 -0.0051 1.6853 0.57 -0.46 -0.20 0.35
H 2.1391 -1.3624 1.0388 2.53 -3.14 1.49 0.47
H 1.1628 1.7330 -0.8931 2.78 -2.21 1.29 0.10
N -2.0199 1.9127 -0.1556 1.84 -3.61 -5.74 -0.65
N -0.3774 -0.7181 -1.1571 3.86 2.24 -1.33 -0.60
S 2.6725 0.4756 -0.1896 -2.92 2.14 -1.08 -0.19
```
Positions in Å, forces in eV/Å.

relative energy (zero: lowest compared OMol25 entry of this formula, charge and spin) = 148.8 kcal/mol
LUMO level = -1.3 eV
HOMO level = -9.43 eV
electronic energy = -705.1556 hartree
2S+1 = 1